No. 1
# C3HF2O2S

A gas-phase ion, C3HF2O2S (charge -1) (wB97M-V/def2-TZVPD, the Open Molecules 2025 dataset).

```
9
Properties=species:S:1:pos:R:3:forces:R:3
C 0.09055 0.21704 0.36237 2.64 0.71 -1.56
C 1.10835 0.46426 -0.23950 0.00 0.83 -0.25
C 2.39570 0.60453 -0.89077 2.16 -0.02 1.52
O 2.50797 -2.06914 0.20625 0.56 0.44 -1.17
O 2.62754 -1.75646 -2.28100 -0.08 -0.39 0.00
F 3.33863 1.52616 -0.10893 -1.96 -1.70 -0.93
F 2.43184 1.17692 -2.10515 -0.54 -0.14 -0.12
S 3.20851 -1.46329 -0.96531 -0.80 0.95 1.00
H -0.53255 -0.02130 1.11947 -1.98 -0.69 1.54
```
Forces are in eV/Å.

Output
lowest unoccupied orbital energy = 4.0 eV
total charge = -1
E = -23490.7084 eV
HOMO level = -3.83 eV
ΔE to the lowest compared entry with this formula, charge and spin = 12.64 kcal per mole
frontier orbital gap = 7.8 eV

These are the natural (NBO) partial charges, in e, on atoms 1 to 8:
1. C -0.235
2. C -0.077
3. C 0.396
4. O -0.998
5. O -1.002
6. F -0.437
7. F -0.338
8. S 1.486



No. 2
# C4H14N3

A gas-phase ion, C4H14N3 (charge +1) (wB97M-V/def2-TZVPD, the Open Molecules 2025 dataset).

```
21
Properties=species:S:1:pos:R:3:forces:R:3
N 0.17221 -2.45946 1.24723 -1.02 -0.06 0.33
C -0.05146 -1.23469 2.04362 0.84 -0.09 -0.40
C 0.60635 -0.07552 1.21755 -1.03 0.50 0.11
N 0.05401 -0.22747 -0.16268 -3.07 4.30 -0.40
C 0.53225 0.25610 -1.47520 1.59 0.51 -2.31
C -0.25778 1.58763 -1.97685 1.81 -1.55 -1.15
N -0.93386 2.20152 -0.88605 -0.74 1.91 0.29
H -0.51727 -3.14408 1.53501 -0.13 -0.09 -0.24
H 1.03411 -2.87154 1.54414 0.70 -0.22 -0.12
H -1.13324 -1.17767 2.33550 1.09 0.54 -0.44
H 0.59024 -1.30154 2.91029 -0.38 0.25 0.77
H 0.37103 0.96997 1.61699 0.53 -1.51 -0.69
H 1.67360 -0.27884 1.10809 -0.06 0.26 0.38
H -0.25499 -1.11541 -0.31442 0.07 -4.08 0.10
H -0.94066 0.21792 -0.17976 1.73 0.23 0.70
H 0.35335 -0.64479 -2.18376 0.41 1.73 0.97
H 1.63213 0.53926 -1.54827 -1.29 -0.87 0.76
H 0.49538 2.19943 -2.59190 -1.13 -0.64 1.14
H -0.99960 1.22994 -2.68263 -0.09 0.03 -0.18
H -1.86202 2.49841 -1.22588 0.64 -0.10 0.57
H -0.46481 3.07567 -0.56758 -0.45 -1.05 -0.19
```
Forces are in eV/Å.

Output
lowest unoccupied orbital energy = -2.6 eV
total charge = +1
E = -8838.0885 eV
HOMO level = -14.02 eV
SMILES = NCC[NH2+]CCN
ΔE to the lowest compared entry with this formula, charge and spin = 44.60 kcal per mole
frontier orbital gap = 11.4 eV

These are the natural (NBO) partial charges, in e, on atoms 1 to 8:
1. N -0.866
2. C -0.253
3. C -0.224
4. N -0.541
5. C -0.255
6. C -0.237
7. N -0.872
8. H 0.383



No. 3
# C7H8N

A molecular structure, C7H8N (wB97M-V/def2-TZVPD, the Open Molecules 2025 dataset).

```
16
Properties=species:S:1:pos:R:3:forces:R:3
C 2.86382 -0.60552 0.28437 -0.15 -0.35 0.24
C 1.91289 -1.56249 -0.31013 -0.01 -0.48 0.21
C 1.59735 1.59305 0.61552 0.00 -0.05 -0.25
C 1.59399 1.43887 -0.70521 -0.04 0.45 0.09
C 1.76796 0.11037 0.93467 0.00 -0.06 -0.14
C 1.77368 -0.07430 -0.69928 0.07 0.18 0.48
C 0.82372 -0.81876 0.33261 -0.04 -0.32 0.25
N -2.68412 -0.34174 0.20402 0.20 -0.05 0.06
H 3.93080 -0.50143 0.26134 0.15 0.23 -0.35
H 1.99108 -2.44720 -0.91100 0.01 -0.13 -0.11
H 1.50787 2.42212 1.28593 0.00 0.20 0.09
H 1.51344 2.07472 -1.56337 -0.03 0.16 -0.15
H -0.25844 -0.87669 0.32007 -0.15 0.22 -0.37
H -3.02420 0.47679 -0.28988 0.02 -0.03 0.02
H -3.01744 -0.26011 1.15956 -0.01 0.01 -0.05
H -3.16802 -1.13786 -0.19676 -0.02 0.01 -0.01
```
Forces are in eV/Å.

Output
lowest unoccupied orbital energy = -3.5 eV
total charge = +1
E = -8865.5462 eV
HOMO level = -13.72 eV
ΔE to the lowest compared entry with this formula, charge and spin = 67.46 kcal per mole
frontier orbital gap = 10.2 eV

These are the natural (NBO) partial charges, in e, on atoms 1 to 8:
1. C -0.119
2. C -0.055
3. C -0.177
4. C -0.126
5. C 0.093
6. C 0.028
7. C -0.109
8. N -1.100



No. 4
# C22H17ClIIrN5

A molecular structure, C22H17ClIIrN5 (wB97M-V/def2-TZVPD, the Open Molecules 2025 dataset).

```
47
Properties=species:S:1:pos:R:3:forces:R:3
Ir 0.59647 -0.28707 -0.32880 -0.69 2.09 -1.40
C -2.60998 1.82028 3.80339 0.44 0.11 0.27
C -2.52598 0.45445 3.49999 0.05 -0.30 0.68
C -2.12790 0.01925 2.24452 1.41 0.01 -1.53
C -1.71251 0.98659 1.25462 -1.33 0.19 1.33
C -1.83780 2.36333 1.57395 -0.15 -1.03 0.28
C -2.27336 2.77116 2.84276 0.31 0.15 -0.41
N -1.20069 0.64613 -0.03211 0.28 -0.35 0.69
C -1.62435 1.30119 -1.14228 0.27 -0.20 0.31
C -2.89401 1.87263 -1.24003 0.11 0.15 0.30
C -3.10083 2.79549 -2.23962 -0.85 -0.59 0.51
C -2.14144 2.99987 -3.22302 -0.21 0.28 -1.35
C -0.90705 2.35124 -3.22756 0.36 0.05 0.83
C -0.68023 1.48704 -2.18170 0.06 0.58 -0.63
N 0.49710 0.82269 -1.97668 -0.53 -0.84 1.87
N 1.46266 0.88510 -2.80003 2.19 -0.14 -1.55
C 2.46478 0.01872 -2.47310 -0.60 1.81 -0.75
C 3.58479 -0.01867 -3.32789 -0.42 0.12 0.19
C 4.57216 -0.88585 -3.03327 0.75 -1.26 1.40
C 4.53098 -1.57235 -1.76061 -0.92 -0.10 -0.95
C 3.35216 -1.55724 -1.03661 0.76 0.65 0.40
N 2.33755 -0.70022 -1.33523 0.59 -1.00 -0.14
H -2.82117 2.12243 4.84175 -0.11 -0.12 -0.73
H -2.69938 -0.25935 4.33551 -0.06 0.43 -0.97
H -1.98398 -1.05744 1.98017 -0.41 0.97 0.46
H -1.57961 3.07099 0.80434 0.12 0.34 0.03
H -2.26697 3.84927 3.05683 -0.20 -0.61 0.03
H -3.57121 1.49143 -0.47556 -0.42 0.77 -0.37
H -4.05286 3.28072 -2.27899 -0.36 0.25 -0.29
H -2.38775 3.56843 -4.13072 0.02 0.13 0.72
H -0.09995 2.62682 -3.90330 -0.36 -0.35 -0.09
H 3.65477 0.67372 -4.15373 -0.37 -0.23 -0.22
H 5.34874 -1.12388 -3.75181 0.28 0.41 0.31
H 5.36711 -2.15674 -1.40284 -0.12 -0.20 -0.20
H 3.19861 -2.15849 -0.14484 0.23 0.11 -0.08
I 2.22281 1.66205 1.67011 -0.29 -0.10 -0.43
Cl 1.47073 -3.07147 4.49731 0.24 0.17 0.11
C 0.91390 -2.96620 2.88828 -0.70 -0.88 0.04
C 0.26234 -4.11555 2.34886 0.08 0.97 -0.47
C -0.33199 -4.03192 1.08219 1.03 0.24 0.68
C -0.13977 -2.87539 0.35148 -0.20 0.01 0.83
N 0.47173 -1.81005 0.90225 0.93 -0.65 1.34
C 1.00017 -1.78845 2.17885 -1.17 -1.71 -1.41
H 0.25560 -5.01085 2.96075 -0.22 0.02 -0.15
H -0.86410 -4.81636 0.59250 -0.18 -0.66 0.13
H -0.52427 -2.80976 -0.67347 0.22 0.26 0.40
H 1.39399 -0.86772 2.56338 0.17 0.06 -0.01
```
Forces are in eV/Å.

Output
lowest unoccupied orbital energy (alpha / beta) = -6.3 / -9.6 eV
total charge = +2
E = -53983.3898 eV
HOMO level (alpha / beta) = -12.83 / -14.56 eV
spin multiplicity = 6
ΔE to the lowest compared entry with this formula, charge and spin = 5.92 kcal per mole
frontier orbital gap (alpha / beta) = 6.5 / 5.0 eV

These are the natural (NBO) partial charges, in e, on atoms 1 to 8:
1. Ir 1.292
2. C -0.192
3. C -0.124
4. C -0.251
5. C 0.085
6. C -0.224
7. C -0.191
8. N -0.495